Entry 1:
A molecular structure, C44H32BrN9O4RuS in a non-equilibrium geometry, computed with ωB97M-V with the def2-TZVPD basis set.

XYZ file:
```
92
Properties=species:S:1:pos:R:3:forces:R:3
Ru 0.467268 0.542694 0.312594 0.0 0.0 1.2
O 0.381486 -0.080984 4.624596 -0.2 -0.1 -0.3
C -0.579054 0.866672 4.766091 0.0 -0.1 -0.1
C -0.559895 1.636163 5.924742 0.0 0.1 0.1
C -1.521780 2.606413 6.140507 0.0 0.0 0.0
C -2.518963 2.822228 5.198950 0.0 0.0 0.0
C -2.536921 2.047944 4.049816 0.0 0.0 -0.1
C -1.577455 1.069130 3.799709 0.0 0.0 0.1
C -1.641845 0.174939 2.564513 0.2 0.1 -0.1
O -0.424896 -0.332300 2.189536 -0.3 0.3 -0.3
N -2.224582 0.973732 1.429914 0.2 0.0 0.0
N -1.844323 0.580956 0.204606 -0.2 -0.1 -0.2
C -2.615824 0.771434 -0.796839 -0.1 0.1 -0.3
C -2.205880 0.598995 -2.190768 0.0 0.0 0.4
Br -0.409905 0.039743 -2.523236 0.0 0.1 0.1
C -2.944394 0.886116 -3.260908 -0.4 0.1 -0.2
C -4.374300 1.269735 -3.263499 0.2 0.0 0.0
C -4.796768 2.264281 -4.145457 0.0 0.1 0.0
C -6.125447 2.654574 -4.184956 0.0 0.0 0.0
C -7.054794 2.039136 -3.356732 0.0 0.0 0.0
C -6.650212 1.030354 -2.494799 0.0 0.0 0.0
C -5.318315 0.644365 -2.450719 -0.1 -0.1 0.0
H 0.253701 -0.428818 3.698542 0.1 0.1 0.2
H 0.216331 1.440417 6.653705 0.0 0.0 0.0
H -1.497412 3.192744 7.050292 0.0 0.0 0.0
H -3.274358 3.579029 5.359609 0.0 0.0 0.0
H -3.329246 2.226193 3.331291 0.0 0.0 0.0
H -2.364817 -0.634917 2.753287 0.0 -0.1 0.1
H -3.202455 1.231506 1.509047 0.0 -0.1 0.0
H -3.618196 1.170696 -0.648728 0.0 0.0 0.0
H -2.457601 0.855114 -4.228857 0.0 0.0 0.0
H -4.073774 2.741703 -4.796652 0.0 0.0 0.0
H -6.437494 3.435479 -4.865540 0.0 0.0 0.0
H -8.095477 2.331768 -3.398100 0.0 0.0 0.0
H -7.373751 0.536655 -1.859625 0.0 0.0 0.0
H -5.020096 -0.182943 -1.817921 0.0 0.0 0.0
C -0.078098 -4.751273 -5.968888 0.1 -0.1 0.0
O 0.296273 -5.906914 -5.226299 -0.1 0.1 0.0
C 1.255417 -5.789239 -4.295118 0.0 0.1 -0.1
C 2.003309 -4.626244 -4.076617 0.0 -0.1 0.1
C 2.942040 -4.600190 -3.061824 0.0 0.1 -0.2
C 3.139935 -5.722568 -2.255474 0.2 -0.1 0.2
C 2.441652 -6.905801 -2.533340 -0.1 -0.1 0.0
C 1.504108 -6.937829 -3.534086 0.0 0.0 0.1
N 4.033458 -5.782176 -1.188655 -0.2 -0.2 -0.2
N 4.578908 -4.746647 -0.723408 0.1 0.2 0.0
C 4.031481 -3.594582 -0.412673 0.1 0.1 0.1
C 4.959616 -2.500628 -0.260245 -0.1 -0.1 0.0
C 4.554239 -1.219321 -0.202375 -0.2 0.1 0.0
C 3.138988 -0.903850 -0.225046 0.1 -0.4 0.1
O 2.711284 0.246577 -0.294757 0.0 0.2 -0.1
C 2.176084 -2.038168 -0.115693 0.2 0.4 -0.1
N 0.899669 -1.678463 0.081520 0.4 -0.5 -0.2
C -0.008366 -2.632906 0.190151 -0.1 0.1 0.2
C 0.324596 -3.986589 0.146793 -0.1 0.1 0.0
C 1.632472 -4.354875 -0.052620 0.1 -0.1 0.0
C 2.599885 -3.354482 -0.215185 0.2 -0.2 0.1
H -0.967821 -5.031417 -6.522560 0.0 0.0 0.0
H 0.710693 -4.464374 -6.666043 0.0 0.0 0.0
H -0.308397 -3.918143 -5.302817 0.0 0.0 0.0
H 1.868090 -3.754843 -4.699897 0.0 0.0 0.0
H 3.545748 -3.712486 -2.916757 -0.1 0.0 0.0
H 2.644386 -7.781494 -1.930390 0.0 0.0 0.0
H 0.947733 -7.837768 -3.757344 0.0 0.0 0.0
H 6.012838 -2.750875 -0.280697 0.0 -0.1 0.0
H 5.257358 -0.399216 -0.162315 0.0 0.0 0.0
H -1.026073 -2.303804 0.355791 0.0 0.0 0.0
H -0.447594 -4.731862 0.276628 0.0 0.0 0.0
H 1.908348 -5.400223 -0.066374 0.0 0.1 0.0
S 2.704513 7.250860 3.652646 0.0 0.1 0.0
N 1.710775 6.965492 2.415833 0.0 -0.1 0.0
C 1.688243 5.651565 2.251049 -0.2 0.0 -0.3
C 0.945904 4.945198 1.212865 0.1 0.4 0.1
C 0.184613 5.607869 0.249616 0.0 0.0 0.1
C -0.429717 4.869336 -0.733845 0.0 -0.1 0.0
C -0.269844 3.487964 -0.719806 -0.1 -0.1 -0.1
N 0.423599 2.841706 0.208538 0.1 0.2 -0.1
C 1.033661 3.558790 1.169218 0.2 -0.5 0.3
C 1.832187 2.818159 2.179202 -0.3 0.0 -0.3
N 1.809738 1.479547 2.117097 0.2 0.2 -0.3
C 2.571983 0.791448 2.947415 -0.2 -0.1 0.0
C 3.390353 1.389792 3.902966 0.0 0.0 0.0
C 3.386347 2.758630 4.003122 0.0 0.1 0.0
C 2.586069 3.496819 3.128575 0.1 0.3 0.2
C 2.503208 4.951200 3.166520 0.1 -0.3 0.1
N 3.137848 5.741984 4.018607 -0.1 0.0 -0.1
H 0.102947 6.686514 0.291680 0.0 0.0 0.0
H -1.018147 5.334438 -1.511756 0.0 0.0 0.0
H -0.717699 2.876510 -1.496120 0.0 0.0 0.1
H 2.514283 -0.287784 2.868331 0.0 0.0 0.0
H 3.992701 0.776722 4.557727 0.0 0.0 0.0
H 3.985647 3.278982 4.739159 0.0 0.0 0.0
```
Forces are in eV/Å.

Gap between HOMO and LUMO (alpha / beta) in eV: 6.3303 / 5.7495
Multiplicity: 6
LUMO (alpha / beta) in eV: -3.557 / -4.147
ΔE to the lowest compared entry with this formula, charge and spin in eV: 0.000
E_tot in hartree: -5556.48719
Charge: +1

---

Entry 2:
A molecular structure, C44H33BrCl2IN6O2SSn in a non-equilibrium geometry, computed with ωB97M-V with the def2-TZVPD basis set.

XYZ file:
```
91
Properties=species:S:1:pos:R:3:forces:R:3
Sn -0.178619 -0.425042 -0.030131 0.3 -0.7 -0.7
O 5.274005 4.312693 0.174917 0.7 -0.2 0.2
C 4.195492 4.822494 -0.149850 -0.9 -0.6 0.3
O 3.920813 5.866574 -0.734936 -0.2 0.7 -0.3
C 2.959963 3.906617 0.219459 0.5 0.2 -0.1
C 3.159820 2.833542 1.069773 -0.3 0.0 0.1
C 2.122366 1.932291 1.298706 0.3 0.7 -0.5
N 0.989633 1.991386 0.602202 -0.1 0.0 0.4
C 0.794313 3.005550 -0.235685 0.6 0.4 0.3
C 1.720869 4.040260 -0.381415 0.0 -0.3 0.0
C -0.458243 3.005821 -1.000457 -0.5 0.2 -0.4
C -0.577424 3.744725 -2.181000 0.0 0.0 0.1
C -1.812366 3.833485 -2.792434 -0.1 -0.1 0.1
C -2.886241 3.171593 -2.217687 0.0 0.0 0.0
C -2.644423 2.377513 -1.108524 -0.3 0.1 -0.2
N -1.467433 2.285426 -0.516317 0.2 0.3 0.3
C 2.302927 0.794457 2.202254 0.3 -0.4 0.5
C 3.448413 0.685555 2.994054 -0.1 0.0 -0.1
C 3.651657 -0.449290 3.749744 -0.1 -0.1 0.0
C 2.703504 -1.457601 3.708257 0.0 0.1 0.0
C 1.587413 -1.256943 2.916021 0.1 -0.4 0.3
N 1.383034 -0.169197 2.197268 -0.4 0.2 -0.1
H 4.145416 2.726418 1.494906 0.0 0.0 0.0
H 1.515024 4.921643 -0.968524 0.1 0.0 -0.2
H 0.289621 4.224293 -2.608350 0.0 0.1 0.0
H -1.939992 4.406525 -3.700342 0.0 0.1 0.0
H -3.882302 3.247769 -2.627849 0.0 -0.1 -0.1
H -3.444655 1.790794 -0.679907 -0.1 -0.1 0.1
H 4.173425 1.479602 3.008564 0.1 0.1 0.0
H 4.545047 -0.553071 4.348185 0.1 0.0 0.1
H 2.824605 -2.375494 4.261157 0.0 -0.1 0.0
H 0.836581 -2.026163 2.825244 -0.1 -0.2 0.0
Cl -2.511908 -0.030599 1.362108 -0.1 0.4 0.5
C -3.759177 -0.907845 0.551065 -0.6 -0.6 -0.4
C -4.853312 -1.308744 1.291249 0.0 0.1 0.2
C -5.908255 -1.962223 0.680373 0.1 0.1 -0.1
C -5.848285 -2.221594 -0.678717 0.0 0.0 0.1
C -4.733078 -1.845439 -1.398899 -0.1 0.1 0.3
Cl -4.694185 -2.196007 -3.084577 -0.1 -0.1 -0.3
C -3.636192 -1.181795 -0.817957 0.1 0.0 -0.1
S -2.281002 -0.728016 -1.774703 0.2 0.0 -0.3
H -4.872803 -1.104241 2.347996 0.0 0.0 0.2
H -6.776222 -2.249992 1.250613 -0.1 -0.1 0.1
H -6.669913 -2.714202 -1.177059 0.0 -0.1 -0.1
C 2.440045 -4.556108 -2.300274 0.2 0.0 -0.2
C 1.702560 -3.466332 -2.731152 0.2 -0.1 -0.1
C 0.741012 -2.916924 -1.911294 -0.4 0.2 0.2
C 0.490927 -3.431689 -0.632490 0.2 -0.1 -0.2
C 1.220131 -4.560836 -0.230501 0.0 0.0 0.1
C 2.183259 -5.103988 -1.053088 0.1 -0.1 0.1
N -0.357829 -2.770297 0.229298 0.1 1.0 0.3
C -1.211401 -3.487470 1.019794 -0.2 -0.1 0.1
C -1.664018 -2.971786 2.242287 0.3 0.1 0.0
C -2.610056 -3.626596 2.997892 -0.1 -0.1 0.2
C -3.119946 -4.846889 2.585043 -0.2 -0.1 0.2
C -2.657069 -5.395929 1.398152 -0.1 -0.1 0.1
C -1.729172 -4.734003 0.624836 0.0 0.0 -0.1
H 3.208128 -4.975916 -2.931193 0.1 -0.1 -0.1
H 1.875302 -3.044128 -3.712738 0.0 0.0 0.0
H 0.130718 -2.093502 -2.264973 0.0 0.0 0.0
H 1.048791 -4.974811 0.754731 0.0 0.0 0.0
H 2.760466 -5.951983 -0.707070 0.0 -0.1 0.0
H -1.264661 -2.028717 2.589299 0.0 0.0 0.0
H -2.942507 -3.175019 3.925132 0.0 0.0 0.0
H -3.867657 -5.357953 3.175451 0.0 0.0 0.0
H -3.030955 -6.357081 1.068289 -0.1 0.0 0.0
H -1.405287 -5.157809 -0.314780 0.0 0.0 -0.1
Br 3.660984 -0.257979 -5.566483 0.1 0.0 -0.2
C 2.180973 0.783954 -6.126085 0.1 -0.1 0.2
C 2.057323 1.084731 -7.472493 0.1 0.0 0.0
C 0.997132 1.859717 -7.906202 0.0 0.0 0.0
C 0.052913 2.308984 -6.997030 0.0 0.0 0.0
C 0.172719 1.999302 -5.653029 0.0 0.0 0.1
C 1.249373 1.245993 -5.203597 0.2 -0.1 0.5
I 1.501278 0.857974 -3.138356 -0.3 0.0 -0.6
H 2.801118 0.716954 -8.162445 0.0 0.0 -0.1
H 0.914393 2.111891 -8.952826 0.0 0.0 -0.1
H -0.774795 2.913331 -7.336045 -0.1 0.0 0.0
H -0.564570 2.340082 -4.941664 0.0 0.0 0.1
C 6.171821 0.206567 -0.535363 0.4 0.3 -0.2
N 4.905313 -0.418527 -0.276905 -0.2 0.0 0.1
C 4.664425 -1.660322 0.236730 0.0 -0.4 0.2
C 3.311032 -1.823747 0.218354 0.3 -0.1 0.0
N 2.723293 -0.710311 -0.291759 -0.1 0.3 -0.4
C 3.706544 0.107381 -0.576887 -0.1 0.1 -0.1
H 6.961203 -0.331885 -0.013630 -0.1 0.0 0.0
H 6.145309 1.241844 -0.194510 0.1 0.0 0.0
H 6.380336 0.202259 -1.607864 0.1 0.0 0.1
H 5.449673 -2.310486 0.566665 0.2 -0.1 0.0
H 2.718352 -2.662161 0.516296 0.0 -0.3 0.1
H 3.603160 1.095268 -0.976028 0.1 0.3 -0.1
```
Forces are in eV/Å.

Gap between HOMO and LUMO in eV: 6.5978
LUMO in eV: 2.094
ΔE to the lowest compared entry with this formula, charge and spin in eV: 0.863
E_tot in hartree: -6580.24397
Charge: -1